# 1
{"formula": "C31H57N3OS3SbSi3Sn", "method": "the ωB97M-V functional and the def2-TZVPD basis", "orbital_gap_ev": [4.885, 6.010], "total_charge": 3, "symbols": ["Sb", "Sn", "S", "S", "S", "Si", "Si", "Si", "O", "N", "N", "N", "C", "C", "C", "C", "C", "C", "C", "C", "C", "C", "C", "C", "C", "C", "C", "C", "C", "C", "C", "C", "C", "C", "C", "C", "C", "C", "C", "C", "C", "C", "C", "H", "H", "H", "H", "H", "H", "H", "H", "H", "H", "H", "H", "H", "H", "H", "H", "H", "H", "H", "H", "H", "H", "H", "H", "H", "H", "H", "H", "H", "H", "H", "H", "H", "H", "H", "H", "H", "H", "H", "H", "H", "H", "H", "H", "H", "H", "H", "H", "H", "H", "H", "H", "H", "H", "H", "H", "H"], "xyz": [[-0.714, -0.051, 1.543], [1.142, 0.597, -1.430], [2.491, 2.183, -3.584], [4.070, 0.401, -1.139], [2.332, -1.290, -3.484], [1.742, 2.531, 1.744], [-2.018, -3.234, 1.897], [-3.940, -0.619, 1.291], [-0.877, 1.937, -0.892], [-1.043, -1.329, -1.293], [2.936, 0.085, 2.633], [-2.366, 3.577, -1.457], [-2.702, -3.036, 3.636], [4.025, -2.038, 2.623], [-3.068, -2.770, -2.556], [3.583, 2.894, 1.569], [-2.574, 4.063, -0.099], [2.301, -0.257, -4.986], [3.036, 1.071, -4.930], [3.841, -0.743, 3.120], [1.300, 0.725, 0.989], [4.120, -1.535, -3.225], [1.092, 2.704, 3.500], [4.928, 1.582, -2.244], [-3.777, 0.275, 2.939], [-3.119, -2.498, -1.208], [-1.031, -1.581, -2.615], [2.160, -0.300, 1.608], [-5.386, -1.817, 1.325], [-2.221, -1.522, 0.886], [3.207, -2.471, 1.595], [2.261, -1.598, 1.078], [-1.993, -2.288, -3.293], [0.853, 3.768, 0.625], [-4.127, 0.645, -0.090], [-3.155, 4.236, -2.490], [-2.095, -1.769, -0.579], [-1.545, 2.593, -1.733], [-2.991, -4.615, 1.070], [-0.206, -3.739, 1.775], [-0.341, -0.571, 3.596], [4.559, -1.218, -1.808], [4.049, 2.693, -2.792], [-3.792, -2.989, 3.611], [5.386, 0.993, -3.036], [-0.181, -1.189, -3.166], [3.736, 3.954, 1.359], [-2.345, -2.178, 4.202], [-1.915, -2.453, -4.358], [-1.998, 3.458, 0.593], [5.729, 2.027, -1.653], [-2.255, 5.103, -0.031], [4.779, -2.687, 3.046], [4.615, 3.277, -3.519], [0.021, 2.501, 3.580], [-4.703, 0.826, 3.121], [-3.632, 4.007, 0.157], [-0.204, 3.862, 0.873], [1.240, -0.111, -5.193], [4.039, 2.324, 0.763], [-0.200, -1.641, 3.721], [-1.474, 2.352, -2.800], [-2.884, 3.870, -3.478], [0.554, -0.039, 3.912], [4.123, 2.655, 2.483], [-2.843, -5.508, 1.684], [3.292, -3.481, 1.212], [-3.212, 1.228, -0.190], [4.104, -1.921, -1.108], [4.444, -0.370, 3.940], [4.653, -0.946, -3.969], [2.838, 1.605, -5.859], [-5.189, -2.734, 1.879], [-2.441, -3.931, 4.206], [4.327, -2.587, -3.419], [0.116, -3.753, 0.731], [-3.854, -3.345, -3.027], [-4.341, 0.177, -1.053], [1.625, 2.067, 4.201], [-1.185, -0.241, 4.199], [1.616, -1.888, 0.254], [-3.947, -2.851, -0.615], [4.112, 0.941, -4.833], [-4.065, -4.438, 1.032], [-5.739, -2.083, 0.328], [5.642, -1.296, -1.717], [1.249, 3.739, 3.816], [-4.951, 1.325, 0.135], [-0.099, -4.757, 2.155], [-2.644, -4.855, 0.065], [-2.989, 5.312, -2.454], [3.727, 3.374, -2.002], [-6.220, -1.318, 1.824], [2.719, -0.861, -5.792], [-3.649, -0.406, 3.781], [0.926, 3.509, -0.436], [1.300, 4.755, 0.756], [-2.964, 1.009, 2.956], [0.480, -3.113, 2.344], [-4.216, 4.048, -2.322]], "lowdin_charge": [1.65, 1.19, 0.82, 0.83, 0.83, 0.51, 0.52, 0.49, -0.28, 0.03, 0.10, -0.14, -0.15, 0.01, 0.00, -0.15, -0.01, -0.48, -0.46, -0.06, -0.53, -0.45, -0.16, -0.45, -0.18, -0.05, -0.18, -0.53, -0.14, -0.49, -0.04, -0.11, -0.02, -0.17, -0.15, 0.00, -0.42, -0.30, -0.15, -0.17, -0.23, -0.47, -0.48, 0.04, 0.08, 0.01, 0.05, 0.01, 0.12, 0.06, 0.10, 0.12, 0.13, 0.10, 0.03, 0.06, 0.11, 0.00, 0.08, -0.02, 0.01, 0.15, 0.10, 0.01, 0.04, 0.06, 0.13, -0.01, 0.06, 0.13, 0.08, 0.10, 0.02, 0.06, 0.10, 0.04, 0.13, 0.05, 0.03, 0.02, 0.09, 0.09, 0.08, 0.03, 0.05, 0.11, 0.06, 0.05, 0.06, 0.04, 0.11, 0.08, 0.06, 0.10, 0.03, 0.01, 0.06, 0.00, 0.00, 0.11]}

# 2
{"formula": "C19H42NO3P", "method": "the ωB97M-V functional and the def2-TZVPD basis", "orbital_gap_ev": 9.989, "smiles": "O=[PH2][C@@H]1NC(=O)C[C@@H]1CCCO.CCCCCC.CCCCCC", "total_charge": 0, "symbols": ["P", "O", "O", "O", "N", "C", "C", "C", "C", "C", "C", "C", "C", "C", "C", "C", "C", "C", "C", "C", "C", "C", "C", "C", "H", "H", "H", "H", "H", "H", "H", "H", "H", "H", "H", "H", "H", "H", "H", "H", "H", "H", "H", "H", "H", "H", "H", "H", "H", "H", "H", "H", "H", "H", "H", "H", "H", "H", "H", "H", "H", "H", "H", "H", "H", "H"], "xyz": [[-3.642, 4.155, -2.061], [-3.977, 5.586, -2.237], [-1.946, 4.493, 2.624], [-0.260, 3.340, -1.274], [-2.851, 4.621, 0.512], [3.057, -1.457, -0.915], [0.293, -3.499, 3.978], [4.808, -0.186, -3.952], [-2.955, 2.187, 0.114], [2.437, -0.536, -1.962], [2.351, -2.803, -0.817], [-0.864, -4.357, 4.478], [-3.500, 3.603, -0.331], [0.139, -2.014, 4.304], [-2.210, 3.973, 1.588], [-1.097, -1.348, 3.697], [-1.923, 2.546, 1.192], [-1.375, 1.273, -1.914], [2.475, -1.065, -3.397], [-0.031, -0.831, 1.438], [-0.069, 1.937, -1.481], [-2.538, 1.108, -0.906], [-1.202, -1.469, 2.177], [3.873, -1.390, -3.920], [3.779, -1.801, -4.929], [1.392, -0.363, -1.687], [-0.160, -0.910, 0.356], [2.017, -0.318, -4.055], [-3.439, 0.866, -1.487], [3.009, -0.956, 0.056], [-4.600, 3.221, -2.510], [1.226, -3.856, 4.422], [0.051, 0.230, 1.691], [-0.981, -4.258, 5.559], [1.290, -2.660, -0.594], [2.779, -3.420, -0.026], [4.320, -2.184, -3.314], [0.098, -1.891, 5.391], [-3.805, 1.733, 0.640], [-0.925, 2.613, 0.750], [-2.000, -1.766, 4.149], [1.038, -1.484, 3.978], [-1.089, -0.287, 3.969], [-1.082, 0.260, -2.228], [-2.290, 5.319, 0.038], [-2.495, 3.733, -2.731], [-2.328, 0.205, -0.313], [5.782, -0.453, -4.362], [0.683, 1.775, -2.266], [-1.283, -2.521, 1.889], [2.927, 0.441, -1.918], [-0.699, -5.411, 4.255], [0.917, -1.309, 1.687], [0.406, -3.632, 2.897], [-1.726, 1.762, -2.829], [4.120, -1.608, -1.123], [4.975, 0.222, -2.953], [1.849, -1.957, -3.475], [-2.136, -0.998, 1.855], [-1.889, 1.856, 2.040], [-4.567, 3.601, -0.046], [-1.810, -4.069, 4.015], [2.419, -3.371, -1.746], [0.313, 1.462, -0.563], [4.393, 0.612, -4.571], [0.526, 3.703, -0.844]], "lowdin_charge": [0.71, -0.42, 0.12, -0.08, 0.07, -0.26, -0.27, -0.11, -0.26, -0.24, -0.11, -0.11, -0.38, -0.23, -0.47, -0.22, -0.06, -0.17, -0.22, -0.11, -0.27, -0.15, -0.26, -0.27, 0.11, 0.08, 0.05, 0.11, 0.11, 0.10, 0.02, 0.10, 0.07, 0.08, 0.06, 0.07, 0.10, 0.11, 0.14, 0.10, 0.10, 0.10, 0.11, 0.11, 0.13, 0.00, 0.10, 0.07, 0.11, 0.10, 0.10, 0.07, 0.07, 0.09, 0.09, 0.10, 0.06, 0.10, 0.09, 0.12, 0.12, 0.06, 0.07, 0.10, 0.08, 0.10]}

# 3
{"formula": "C9H22NOP", "method": "the ωB97M-V functional and the def2-TZVPD basis", "orbital_gap_ev": 9.058, "smiles": "[H]/N=C\\CPCC(C)C.CC(C)O", "relative_energy_kcal_mol": 24.6, "total_charge": 0, "symbols": ["P", "O", "N", "C", "C", "C", "C", "C", "C", "C", "C", "C", "H", "H", "H", "H", "H", "H", "H", "H", "H", "H", "H", "H", "H", "H", "H", "H", "H", "H", "H", "H", "H", "H"], "xyz": [[-1.929, -0.452, -0.040], [0.826, 1.178, -1.924], [-5.327, -1.051, 1.994], [2.994, 2.250, -1.942], [-2.985, -0.908, 1.428], [-4.446, -0.810, 1.137], [0.143, -1.346, 1.794], [-0.233, -1.091, 0.313], [0.531, -2.802, 1.976], [1.357, -0.488, 2.149], [1.542, 2.322, -2.392], [1.430, 2.426, -3.905], [1.523, -2.982, 1.593], [3.055, 2.174, -0.856], [0.559, -3.060, 3.029], [0.384, 2.475, -4.208], [-1.864, 0.955, 0.050], [-2.741, -0.240, 2.244], [1.944, 3.313, -4.280], [1.095, 0.560, 2.084], [1.229, 0.396, -2.319], [-0.154, -3.469, 1.477], [1.638, -0.693, 3.176], [-2.687, -1.906, 1.709], [-4.884, -1.319, 2.877], [-4.805, -0.505, 0.163], [3.479, 1.363, -2.360], [2.177, -0.702, 1.488], [0.450, -0.382, -0.133], [-0.147, -2.014, -0.232], [-0.635, -1.056, 2.485], [1.868, 1.545, -4.382], [1.061, 3.185, -1.931], [3.552, 3.131, -2.262]], "lowdin_charge": [0.90, -0.08, 0.08, -0.06, -0.43, -0.35, -0.48, -0.40, -0.09, -0.09, -0.49, -0.06, 0.08, 0.08, 0.08, 0.08, -0.07, 0.07, 0.08, 0.08, 0.09, 0.07, 0.08, 0.07, 0.05, 0.08, 0.08, 0.07, 0.04, 0.06, 0.10, 0.08, 0.14, 0.08]}

# 4
{"formula": "C60H70Cl6N10", "method": "the ωB97M-V functional and the def2-TZVPD basis", "orbital_gap_ev": 1.734, "relative_energy_kcal_mol": 40.5, "total_charge": 4, "symbols": ["Cl", "Cl", "Cl", "Cl", "Cl", "Cl", "N", "N", "N", "N", "N", "N", "N", "N", "N", "N", "C", "C", "C", "C", "C", "C", "C", "C", "C", "C", "C", "C", "C", "C", "C", "C", "C", "C", "C", "C", "C", "C", "C", "C", "C", "C", "C", "C", "C", "C", "C", "C", "C", "C", "C", "C", "C", "C", "C", "C", "C", "C", "C", "C", "C", "C", "C", "C", "C", "C", "C", "C", "C", "C", "C", "C", "C", "C", "C", "C", "H", "H", "H", "H", "H", "H", "H", "H", "H", "H", "H", "H", "H", "H", "H", "H", "H", "H", "H", "H", "H", "H", "H", "H", "H", "H", "H", "H", "H", "H", "H", "H", "H", "H", "H", "H", "H", "H", "H", "H", "H", "H", "H", "H", "H", "H", "H", "H", "H", "H", "H", "H", "H", "H", "H", "H", "H", "H", "H", "H", "H", "H", "H", "H", "H", "H", "H", "H", "H", "H"], "xyz": [[-1.515, 1.732, -7.135], [-2.906, -0.314, 2.127], [2.483, 1.131, -3.939], [1.070, -6.052, 2.059], [3.958, 1.186, 1.337], [-7.420, -0.497, -1.641], [6.726, 0.560, 2.555], [-3.319, -0.171, -3.785], [-7.601, 3.541, -1.088], [5.120, -6.126, 1.388], [-7.441, 6.456, 5.217], [1.540, -2.238, 0.851], [3.638, -10.580, 0.313], [-1.350, 9.861, -1.209], [3.037, 4.515, -1.859], [-0.360, -5.469, -2.203], [1.753, 4.149, -1.762], [1.046, -0.799, -0.993], [-0.987, -6.661, -1.908], [7.095, 1.959, 2.803], [-0.270, -1.241, -0.950], [-8.256, 2.901, -0.086], [-2.640, -0.587, -1.571], [6.189, -5.611, 0.730], [-1.177, -4.391, -2.780], [-7.638, 2.920, -2.411], [6.465, -0.225, 3.623], [0.956, -5.255, -2.027], [-6.243, 5.706, 3.304], [-1.063, -0.793, -3.305], [0.789, 5.149, -1.566], [1.625, -9.339, 0.307], [0.172, 7.581, -1.273], [-0.991, 7.676, -1.998], [-6.806, 4.605, -0.855], [1.772, -6.358, -1.765], [-8.300, 3.447, 1.174], [-6.771, 5.117, 0.434], [4.608, -11.516, 0.998], [-7.382, 5.045, 2.854], [-7.469, 4.518, 1.463], [3.175, -9.140, -1.485], [-7.336, 7.186, 6.513], [4.085, 3.480, -2.045], [6.888, 0.012, 1.349], [-6.280, 6.377, 4.515], [1.153, 6.474, -1.465], [2.000, -8.664, -0.850], [0.288, -2.734, 0.865], [5.859, -3.552, 1.950], [-1.739, 8.857, -1.983], [6.602, -1.321, 1.089], [1.202, -7.561, -1.382], [6.487, -4.255, 0.907], [-0.203, -7.658, -1.352], [3.975, -10.115, -0.937], [2.476, -10.244, 0.920], [1.951, -1.380, -0.083], [4.957, -4.226, 2.728], [-1.330, -0.863, -1.943], [-0.668, -2.151, 0.072], [0.515, 8.610, -0.374], [-3.599, -0.158, -2.468], [4.552, -5.505, 2.421], [-8.555, 5.230, 3.571], [-4.321, 0.341, -4.721], [-0.228, 9.785, -0.467], [-8.575, 5.844, 4.832], [-2.078, -0.440, -4.185], [2.585, -2.736, 1.771], [4.782, -7.550, 1.269], [6.163, -1.579, 3.423], [2.484, 6.794, -1.595], [3.413, 5.817, -1.754], [6.243, -2.138, 2.150], [-2.185, 11.079, -0.987], [3.254, -3.375, 1.201], [4.935, -12.259, 0.274], [-4.586, 0.115, -2.109], [-4.381, -0.286, -5.607], [-2.582, 9.071, -2.626], [3.678, 2.480, -1.922], [-0.528, -3.683, -3.294], [-2.589, 10.979, 0.022], [2.997, -1.106, -0.053], [4.188, -12.002, 1.874], [-5.302, 0.314, -4.249], [1.446, -4.306, -2.191], [4.877, -7.886, 0.240], [3.314, -8.746, -2.483], [-2.823, -0.656, -0.501], [1.348, 0.041, -1.599], [-7.932, 8.086, 6.363], [-0.228, 4.843, -1.363], [-9.360, 5.737, 5.566], [-1.873, -0.308, -5.239], [5.544, -8.138, 1.785], [3.855, -6.078, 3.016], [-9.501, 4.787, 3.291], [-2.050, -6.740, -2.076], [5.407, -10.836, 1.290], [-1.880, -4.819, -3.490], [-1.732, -2.330, 0.156], [-6.268, 6.059, 0.601], [7.237, -3.766, 0.306], [-0.056, 10.584, 0.240], [4.413, -3.732, 3.521], [4.456, 3.680, -3.050], [0.094, -3.395, 1.698], [0.708, -9.067, 0.812], [-7.745, 6.610, 7.341], [-5.418, 6.850, 4.960], [-1.610, -3.801, -1.973], [4.478, 5.963, -1.651], [6.683, -6.284, 0.046], [-8.561, 2.356, -2.509], [-1.290, 6.879, -2.665], [7.949, 2.142, 2.150], [6.294, 2.623, 2.483], [6.818, -1.683, 0.096], [-0.723, -8.497, -0.912], [7.253, 0.612, 0.528], [-3.903, 1.331, -4.907], [3.109, -1.894, 2.223], [2.830, 7.807, -1.444], [-6.723, 2.377, -2.643], [-6.315, 7.453, 6.770], [1.541, 3.098, -1.924], [2.833, -6.196, -1.643], [5.826, -2.215, 4.228], [-6.150, 4.874, -1.670], [-8.934, 3.099, 1.977], [2.033, -3.243, 2.562], [4.933, -10.473, -1.285], [-5.268, 5.705, 2.836], [-1.543, 11.955, -0.945], [-0.106, -0.999, -3.767], [3.784, -7.745, 1.655], [2.299, -10.656, 1.902], [-3.045, 11.108, -1.651], [-7.692, 3.669, -3.204], [6.369, 0.217, 4.603], [1.407, 8.593, 0.235], [7.445, 2.017, 3.830], [4.915, 3.675, -1.367], [-8.728, 1.963, -0.356]], "lowdin_charge": [-0.74, -0.68, -0.52, -0.41, -0.40, -0.60, -0.12, -0.08, -0.06, -0.07, -0.08, -0.08, -0.08, -0.09, -0.05, -0.06, 0.05, 0.05, 0.07, 0.02, -0.11, 0.05, 0.02, 0.04, 0.04, -0.02, 0.03, 0.03, 0.05, 0.02, 0.07, 0.03, -0.12, 0.06, 0.03, 0.04, 0.07, 0.03, 0.06, -0.11, -0.14, 0.04, 0.05, -0.02, -0.06, 0.02, -0.15, -0.13, -0.02, -0.13, 0.03, 0.03, -0.16, 0.07, 0.06, 0.01, 0.03, -0.03, 0.01, -0.15, 0.00, 0.07, 0.01, -0.02, 0.06, 0.02, 0.02, 0.05, -0.01, -0.02, 0.01, 0.06, 0.02, 0.03, -0.14, 0.05, 0.08, 0.11, 0.08, 0.11, 0.16, 0.01, 0.10, 0.11, 0.08, 0.11, 0.08, 0.15, 0.08, 0.14, 0.03, 0.05, 0.12, 0.14, 0.16, 0.07, 0.12, 0.11, 0.14, 0.16, 0.10, 0.12, 0.10, 0.12, 0.13, 0.15, 0.14, 0.11, 0.09, 0.12, 0.12, 0.14, 0.10, 0.15, 0.15, 0.10, 0.14, 0.11, 0.08, 0.13, 0.14, 0.15, 0.09, 0.09, 0.14, 0.08, 0.10, 0.11, 0.13, 0.13, 0.15, 0.14, 0.08, 0.15, 0.14, 0.12, 0.11, 0.08, 0.16, 0.11, 0.11, 0.15, 0.14, 0.11, 0.10, 0.12]}

What is the formula in the first record? C31H57N3OS3SbSi3Sn